(1)
C4H7N3OS | ωB97M-V/def2-TZVPD

HOMO energy, eV: -8.69
Total charge: 0
HOMO-LUMO gap, eV: 8.78
DFT total energy, a.u.: -794.130634

XYZ file:
```
16
Properties=species:S:1:pos:R:3:nbo_charge:R:1
C 3.48 -1.03 -0.02 -0.094
C 2.08 -0.85 0.22 -0.084
C -1.99 0.65 -1.26 -0.194
C -2.01 -0.06 0.06 -0.220
N 3.99 0.11 0.18 -0.224
N 1.85 0.37 0.60 -0.242
N 3.07 1.03 0.47 -0.193
O -1.97 2.03 -1.23 -0.693
S -2.48 -1.74 0.11 0.079
H 4.14 -1.87 -0.19 0.227
H -0.94 0.32 -1.31 0.231
H -2.56 0.36 -2.06 0.186
H 1.25 -1.49 0.33 0.216
H 3.21 1.89 0.78 0.395
H -1.56 2.27 -0.39 0.477
H -1.85 -2.10 1.28 0.135
```


(2)
C4H7N4O | ωB97M-V/def2-TZVPD

HOMO energy, eV: -14.04
Total charge: +1
HOMO-LUMO gap, eV: 9.14
DFT total energy, a.u.: -450.536251
SMILES: C/C(C=O)=C(/N)N[N+]#N

XYZ file:
```
16
Properties=species:S:1:pos:R:3:nbo_charge:R:1
C 1.12 0.05 -1.42 -0.637
C 0.09 0.38 -0.38 -0.128
C -0.08 1.82 -0.01 0.406
O -0.33 2.20 1.09 -0.468
C -0.20 -0.59 0.69 0.544
N 0.59 -0.86 1.68 -0.657
N -1.44 -1.13 0.57 -0.400
N -2.16 -0.70 -0.48 0.062
N -1.70 0.09 -1.21 0.033
H 0.99 0.72 -2.27 0.266
H 1.02 -0.98 -1.77 0.247
H 2.12 0.18 -1.03 0.242
H 0.04 2.48 -0.89 0.159
H 1.48 -0.38 1.77 0.446
H 0.33 -1.47 2.45 0.437
H -1.87 -1.79 1.22 0.448
```


(3)
C4H7N4O3S | ωB97M-V/def2-TZVPD

HOMO energy, eV: -13.67
Total charge: +1
HOMO-LUMO gap, eV: 8.45
DFT total energy, a.u.: -999.179986
SMILES: [NH2+]=C1N=C[C@](S)([N+](=O)[O-])[C@@H](O)N1

XYZ file:
```
19
Properties=species:S:1:pos:R:3:nbo_charge:R:1
N -2.93 0.58 -0.11 -0.684
C -1.59 0.63 -0.06 0.691
N -0.92 1.09 -1.21 -0.409
C 0.32 0.87 -1.36 0.205
C 1.03 -0.06 -0.43 -0.196
S 2.84 0.34 -0.53 0.011
N 0.80 -1.52 -0.94 0.557
O -0.37 -1.70 -0.88 -0.361
O 1.71 -2.23 -1.21 -0.281
C 0.56 -0.09 1.03 0.243
O 1.01 0.87 1.91 -0.687
N -0.89 0.21 1.04 -0.566
H -3.57 0.96 -0.72 0.445
H -3.29 0.06 0.67 0.413
H 0.80 1.29 -2.25 0.253
H 3.22 -0.99 -0.69 0.200
H 0.71 -1.13 1.37 0.207
H 1.88 0.58 2.38 0.518
H -1.31 0.26 1.97 0.443
```


(4)
C4H7N5 | ωB97M-V/def2-TZVPD

HOMO energy, eV: -7.09
Total charge: 0
HOMO-LUMO gap, eV: 7.78
DFT total energy, a.u.: -430.261663
SMILES: N/N=C1/C=CNNC=N1

XYZ file:
```
16
Properties=species:S:1:pos:R:3:nbo_charge:R:1
N -3.00 -0.20 0.31 -0.600
N -2.12 0.66 -0.11 -0.182
C -0.90 0.25 -0.26 0.211
C 0.08 1.32 -0.32 -0.351
C 1.40 1.42 0.04 -0.055
N 2.21 0.28 0.06 -0.466
N 1.74 -1.04 0.13 -0.428
C 0.52 -1.59 -0.17 0.256
N -0.70 -1.10 -0.22 -0.556
H -4.02 0.11 0.17 0.370
H -2.79 -1.19 0.18 0.377
H -0.40 2.32 -0.31 0.229
H 1.76 2.53 0.39 0.239
H 3.15 0.42 0.61 0.387
H 2.45 -1.54 -0.38 0.384
H 0.62 -2.66 -0.11 0.184
```


(5)
C4H7N5 | ωB97M-V/def2-TZVPD

HOMO energy, eV: -8.25
Total charge: 0
HOMO-LUMO gap, eV: 8.27
DFT total energy, a.u.: -430.162612

XYZ file:
```
16
Properties=species:S:1:pos:R:3:nbo_charge:R:1
C 0.58 2.71 0.20 -0.415
C -1.42 -0.34 0.00 0.173
C 1.63 -2.37 0.02 -0.178
C -2.84 -0.50 0.22 0.243
H 1.39 2.70 1.30 0.191
H 1.36 2.93 -0.69 0.208
H -0.38 3.24 0.17 0.237
H 0.86 0.62 -0.50 0.374
H -0.92 -2.17 -0.62 0.365
H 1.72 -3.38 -0.78 0.197
H 2.61 -2.29 0.46 0.185
N 0.18 1.34 -0.33 -0.429
N -1.05 0.89 0.04 -0.190
N -0.49 -1.39 0.04 -0.444
N 0.82 -1.35 0.41 -0.225
N -4.05 -0.64 0.05 -0.293
```


(6)
C4H7N7O2 | ωB97M-V/def2-TZVPD

HOMO energy, eV: -8.98
Total charge: 0
HOMO-LUMO gap, eV: 8.57
DFT total energy, a.u.: -690.327792
SMILES: NNC(=O)c1nnc(NN)nc1O

XYZ file:
```
20
Properties=species:S:1:pos:R:3:nbo_charge:R:1
N -0.40 -0.22 -4.40 -0.646
N -0.28 0.08 -3.00 -0.461
C -0.18 -0.87 -2.01 0.604
O -0.32 -2.03 -2.30 -0.602
C 0.00 -0.37 -0.65 -0.086
N 0.31 0.94 -0.39 -0.110
N 0.43 1.37 0.86 -0.330
C 0.20 0.52 1.87 0.528
N 0.38 0.82 3.23 -0.438
N 1.01 2.02 3.70 -0.655
N -0.12 -0.78 1.74 -0.543
C -0.23 -1.19 0.48 0.565
O -0.59 -2.48 0.53 -0.613
H -1.40 -0.21 -4.68 0.356
H -0.03 -1.17 -4.56 0.379
H -0.11 1.06 -2.69 0.406
H 0.25 -0.03 3.78 0.407
H 1.59 2.47 2.95 0.382
H 0.35 2.69 4.08 0.360
H -0.87 -2.62 1.44 0.498
```


(7)
C4H7NO | ωB97M-V/def2-TZVPD

HOMO energy, eV: -9.31
Total charge: 0
HOMO-LUMO gap, eV: 9.97
DFT total energy, a.u.: -286.521098
SMILES: C=CC#N.CO

XYZ file:
```
13
Properties=species:S:1:pos:R:3:nbo_charge:R:1
C -0.59 0.42 -1.07 -0.171
C -1.53 -0.29 -0.42 -0.511
C -1.97 0.12 0.88 0.255
N -2.33 0.51 1.91 -0.339
H -0.15 1.31 -0.64 0.208
H -0.32 0.21 -2.10 0.219
H -2.08 -1.09 -0.91 0.247
C 1.76 0.02 0.54 -0.269
O 1.07 -0.71 -0.46 -0.694
H 2.27 0.86 0.06 0.185
H 1.09 0.41 1.31 0.183
H 2.50 -0.65 0.98 0.187
H 0.28 -1.13 -0.08 0.498
```


(8)
C4H7NO | ωB97M-V/def2-TZVPD

HOMO energy, eV: -8.96
Total charge: 0
HOMO-LUMO gap, eV: 9.36
DFT total energy, a.u.: -286.469170

XYZ file:
```
13
Properties=species:S:1:pos:R:3:nbo_charge:R:1
C -1.07 -1.19 -0.51 -0.824
C 0.00 1.07 -0.61 0.293
O -1.03 1.77 -0.18 -0.638
C 0.98 0.72 0.50 -0.663
C 1.86 -0.40 0.16 0.296
N 2.55 -1.30 -0.10 -0.308
H -1.99 -1.41 -1.05 0.228
H -0.38 -2.04 -0.56 0.231
H -1.32 -0.98 0.54 0.199
H -0.58 -0.30 -1.15 0.229
H -1.14 1.79 0.79 0.448
H 0.53 0.53 1.49 0.226
H 1.60 1.62 0.60 0.284
```


> Which value of HOMO-LUMO gap does entry 7 give?

9.97 eV